Formula: C38H79N6O34S7
Source: the Open Molecules 2025 dataset
Level of theory: ωB97M-V/def2-TZVPD

Each line ends with the Mulliken charge.
Cartesian coordinates (Å):
C1 -2.07310 1.94343 -0.11899  -1.5158
C2 -1.61323 0.44764 0.25114  0.0196
N1 -0.27212 0.14665 -0.27540  1.4637
C3 0.15940 0.50571 -1.54737  -0.7880
C4 1.45365 0.22381 -1.61742  -0.6967
N2 1.84835 -0.44835 -0.46031  1.4238
C5 0.77775 -0.44459 0.43675  -1.1661
C6 3.17992 -0.94951 -0.21596  -0.7120
H1 -3.07518 1.93261 -0.54774  0.7414
H2 -1.43672 2.57953 -0.73420  0.3081
H3 -2.21519 2.60804 0.73318  -0.1684
H4 -2.33037 -0.13757 -0.32450  0.0129
H5 -1.75050 0.26102 1.31623  0.4610
H6 -0.49612 0.98801 -2.25736  0.3455
H7 2.07562 0.39635 -2.48332  0.3122
H8 0.86152 -0.74784 1.46992  0.4667
H9 3.62047 -0.91635 -1.21241  0.0050
H10 3.15648 -1.98860 0.11242  0.0154
H11 3.79903 -0.30644 0.40956  0.3779
C7 6.91734 -1.76149 -0.08691  0.7719
O1 6.39816 -0.82957 0.47927  -0.6697
N3 8.02808 -2.19943 0.38208  -0.4482
N4 6.73357 -2.07770 -1.33650  -0.2158
H12 8.11270 -2.04497 1.37661  0.2700
H13 8.37077 -3.01687 -0.10212  0.1633
H14 7.29183 -2.85161 -1.66741  0.1661
H15 6.02897 -1.54681 -1.82824  0.1987
C8 5.13647 0.32371 -4.03317  0.6469
O2 5.49495 -0.35546 -3.13682  -0.6767
N5 4.32227 1.34765 -3.91594  -0.3709
N6 5.48202 0.04175 -5.23198  -0.4624
H16 4.04030 1.31362 -2.94670  0.1311
H17 4.13824 2.13525 -4.52086  0.1966
H18 6.21568 -0.65224 -5.21678  0.2593
H19 5.36359 0.76244 -5.92960  0.1903
C9 -1.39717 0.26374 -5.77382  -0.2019
C10 -0.30863 1.37094 -5.29655  0.1619
O3 -1.02520 2.32295 -4.56113  -0.3623
S1 -2.68886 1.95300 -4.39427  0.8998
O4 -3.39413 3.19123 -4.66070  -0.5324
O5 -2.99965 1.25083 -3.16262  -0.2603
O6 -2.62519 0.98271 -5.73402  -0.3527
H20 -1.55475 -0.58748 -5.11149  0.0646
H21 -1.15539 -0.05486 -6.78778  0.3889
H22 0.11360 1.78424 -6.21253  0.3616
H23 0.36582 0.93044 -4.56226  -0.1974
C11 2.64111 -6.35041 3.43434  -0.4654
C12 1.13014 -6.05693 3.49830  -0.5194
O7 0.96847 -4.88025 2.79741  0.0446
S2 2.22595 -3.87816 3.16709  0.3934
O8 2.06349 -3.35172 4.54003  -0.6198
O9 2.48706 -2.86874 2.11454  -0.0069
O10 3.27301 -5.21449 3.12154  -0.2465
H24 3.05250 -7.15786 2.82863  0.2479
H25 2.99424 -6.50364 4.45410  0.3085
H26 0.82376 -5.87332 4.52811  0.3782
H27 0.47554 -6.87155 3.18849  0.3950
C13 2.37275 -6.54519 -2.64750  -0.0495
C14 1.41434 -6.29421 -1.48151  0.5884
O11 2.00498 -5.85550 -0.31085  -0.2518
S3 3.64367 -6.04954 -0.37654  0.6963
O12 4.14694 -7.03568 0.58839  -0.5937
O13 4.29184 -4.69895 -0.39917  -0.2680
O14 3.56536 -6.76655 -1.92132  -0.4461
H28 2.50772 -5.64927 -3.25346  0.1754
H29 2.14181 -7.41027 -3.26911  0.3407
H30 0.72130 -7.12400 -1.34278  0.4658
H31 0.72734 -5.51335 -1.80767  -0.7563
C15 -1.86128 7.38154 1.25533  -0.2772
C16 -3.33622 7.96682 1.43828  -0.4146
O15 -4.19385 6.90998 1.08989  -0.3709
S4 -3.59432 5.38180 1.25684  1.1543
O16 -3.62010 4.72375 -0.09798  -0.3789
O17 -4.11187 4.74910 2.46938  -0.5941
O18 -1.99825 5.98438 1.58216  -0.1448
H32 -1.12297 7.77053 1.95654  0.3860
H33 -1.40904 7.62921 0.29500  0.1791
H34 -3.55087 8.76719 0.73015  0.3250
H35 -3.51337 8.28791 2.46473  0.2964
C17 3.54972 1.78359 3.07645  0.2893
C18 4.67796 1.03440 3.80924  -0.2580
O19 4.05206 0.31423 4.81238  -0.4604
S5 2.36266 0.46820 4.80246  0.9540
O20 1.93460 0.87211 6.15664  -0.6266
O21 1.77801 -0.68502 4.06914  -0.1280
O22 2.43155 1.81399 3.88662  -0.2321
H36 3.27383 1.37177 2.10568  -0.2916
H37 3.76503 2.82600 2.84171  0.1525
H38 5.38350 1.71816 4.28123  0.2776
H39 5.27530 0.41725 3.13813  0.3111
C19 -1.14321 -3.55951 -3.31932  0.2267
C20 -0.29149 -4.53732 -4.18854  -0.3276
O23 1.03874 -4.00632 -4.04392  -0.4359
S6 1.27401 -2.75467 -3.03104  0.5103
O24 2.17871 -1.72444 -3.58332  -0.5776
O25 1.47781 -3.13900 -1.62148  0.0387
O26 -0.31293 -2.37266 -3.19601  -0.1417
H40 -1.10250 -3.98490 -2.31658  -0.4885
H41 -2.17267 -3.31227 -3.57850  0.5144
H42 -0.53880 -4.41970 -5.24358  0.3489
H43 -0.37824 -5.55531 -3.80870  0.3231
C21 2.76763 5.40359 2.31935  -0.5959
C22 1.77458 5.06017 3.48004  -0.0619
O27 0.54060 4.71897 2.73815  -0.3123
S7 0.84325 4.09708 1.23456  0.5352
O28 0.32644 5.01344 0.23094  -0.5459
O29 0.59901 2.67922 0.97538  0.1520
O30 2.47669 4.31696 1.48761  -0.2557
H44 3.80220 5.46763 2.65651  0.3401
H45 2.52988 6.31567 1.77192  0.3698
H46 1.36812 5.94492 3.97006  0.4027
H47 2.06656 4.26218 4.16272  0.0476
C23 -2.80041 7.86242 -3.27713  -0.4272
C24 -3.00492 6.37552 -3.21320  -0.3116
C25 -1.82790 5.81864 -2.37691  1.3778
O31 -0.82125 6.69772 -2.90721  -0.4692
C26 -1.31842 7.94570 -3.40561  -0.5945
H48 -3.17863 8.28967 -2.34841  0.0890
H49 -3.26595 8.36034 -4.12768  0.3671
H50 -3.12171 5.86119 -4.16712  0.2590
H51 -3.92683 6.29055 -2.63791  0.2886
H52 -1.41713 4.81193 -2.45381  -0.2195
H53 -1.89543 6.03118 -1.30997  -1.0641
H54 -1.12934 8.12386 -4.46420  0.3503
H55 -0.92409 8.84279 -2.92831  0.2997
C27 -2.91166 -5.36107 1.96642  -0.7568
C28 -2.20977 -4.07050 2.02432  -0.2339
C29 -1.86051 -3.78815 0.58937  0.5650
O32 -2.87120 -4.50656 -0.09844  -0.2822
C30 -2.94856 -5.79487 0.45069  -0.4559
H56 -3.89971 -5.12317 2.36046  0.2881
H57 -2.53243 -6.15836 2.60562  0.4019
H58 -1.41667 -4.14898 2.76791  0.1285
H59 -2.87260 -3.34285 2.49259  0.2727
H60 -0.87202 -4.14308 0.29783  -0.1734
H61 -1.82533 -2.70839 0.44462  -0.2311
H62 -2.12413 -6.42299 0.11320  0.1566
H63 -3.87684 -6.27135 0.13546  0.3218
C31 -6.22408 -2.40604 0.49361  -0.2401
C32 -7.24518 -2.79074 -0.55466  -0.7018
C33 -6.40134 -3.00991 -1.86116  -0.3570
O33 -5.53115 -1.85563 -1.70838  -0.4614
C34 -5.18329 -1.66756 -0.34610  0.6124
H64 -5.70432 -3.27282 0.90184  0.0372
H65 -6.80195 -1.86568 1.24339  0.3637
H66 -8.05934 -2.07891 -0.69083  0.3082
H67 -7.62980 -3.79347 -0.36839  0.3362
H68 -6.99326 -2.98169 -2.77599  0.3190
H69 -5.75283 -3.88422 -1.91730  0.1759
H70 -5.00999 -0.67432 0.06807  0.2686
H71 -4.19224 -2.11865 -0.29672  -0.6276
C35 -1.83323 0.57321 5.30895  -0.7279
C36 -1.25657 1.34195 4.10597  0.9445
C37 -0.84826 2.70813 4.64690  0.1882
O34 -1.56471 2.86809 5.79897  -0.1626
C38 -2.35340 1.73426 6.19922  -0.4039
H72 -1.09736 0.04149 5.91215  0.3143
H73 -2.69617 -0.01999 5.00636  0.3786
H74 -1.94000 1.56367 3.28631  0.0977
H75 -0.41835 0.79566 3.67346  -0.3857
H76 -0.87151 3.58552 4.00057  0.0882
H77 0.16095 2.71877 5.05858  -0.0490
H78 -3.41566 1.94985 6.08417  0.2863
H79 -2.32838 1.52724 7.26910  0.3993

strongest force on any atom	6.48	eV Å⁻¹
⟨S²⟩	0.754
charge	+2
energy	-7168.29687	Eh
E_HOMO (spin up / spin down)	-12.139 / -12.139	eV
spin multiplicity	2